109
Properties=species:S:1:pos:R:3 method="wB97M-V/def2-TZVPD" homo_lumo_gap_ev=6.22 smiles="CC[C@@H](Cl)c1c(CCC(F)(F)F)c(N=C(C)C)c2c(c1P(O)(O)=S)C(=O)N(O)C2=O.c1cc[nH]c1.c1cc[nH]c1.c1cc[nH]c1.c1cc[nH]c1.c1cc[nH]c1.c1cc[nH]c1" e_tot_ev=-106260.2376
C -1.4309 1.0905 4.6273
C -1.0059 1.2374 3.0524
C 0.1267 0.1718 2.7790
Cl -0.7154 -1.4917 2.8778
C 0.9445 0.1682 1.4398
C 0.6780 0.9406 0.1229
C -0.5441 1.9487 0.0024
C -1.9690 1.2691 -0.3233
C -1.8957 -0.1690 -0.9963
F -3.2450 -0.4975 -1.3872
F -1.5017 -1.2145 -0.1309
F -1.1696 -0.1723 -2.2320
C 1.5565 0.8009 -1.1760
N 1.2415 1.5228 -2.4405
C 2.2034 2.3847 -2.7409
C 2.5407 2.6196 -4.2851
C 3.0574 3.2018 -1.6578
C 2.7821 -0.1350 -1.2396
C 3.0409 -0.8913 0.0864
C 2.2036 -0.7972 1.4147
P 2.8344 -1.8800 2.7959
O 2.0838 -1.7717 4.2988
O 4.4907 -1.4402 3.0496
S 2.8088 -3.7681 2.2797
C 4.3094 -1.7732 -0.2831
O 5.0734 -2.4900 0.3795
N 4.5108 -1.6876 -1.7740
O 3.6298 -2.7268 -2.1578
C 3.8053 -0.5091 -2.3902
O 4.0158 -0.0356 -3.5198
H -1.8749 2.0815 4.9699
H -2.2897 0.3178 4.6495
H -0.5795 0.7025 5.2793
H -0.7319 2.3341 2.9193
H -1.9460 0.9168 2.4760
H 0.8916 0.3016 3.6365
H -0.6290 2.6923 0.8819
H -0.3340 2.6442 -0.8979
H -2.6814 1.2001 0.5605
H -2.4955 1.9525 -1.0924
H 2.2799 3.6737 -4.6418
H 3.6449 2.4000 -4.5176
H 1.9287 1.8897 -4.9105
H 4.0488 2.6624 -1.4515
H 2.4931 3.3308 -0.6714
H 3.2754 4.2512 -2.0675
H 2.3686 -0.9538 4.7825
H 4.7094 -0.6891 2.4373
H 3.1316 -2.4056 -2.9547
C -1.5980 6.8113 -2.3730
C -2.7465 5.9855 -2.4531
C -2.3137 4.7049 -2.6963
N -0.9461 4.7281 -2.7706
C -0.5016 6.0077 -2.5692
H -1.5759 7.8755 -2.1907
H -3.7758 6.2936 -2.3443
H -2.8592 3.7819 -2.8240
H -0.3583 3.9276 -2.9456
H 0.5535 6.2356 -2.5845
C -5.5402 0.3145 7.4410
C -5.8372 1.5598 6.8338
C -4.8008 2.4137 7.1223
N -3.8909 1.7309 7.8854
C -4.3318 0.4486 8.0795
H -6.1432 -0.5812 7.4128
H -6.7119 1.8044 6.2500
H -4.6332 3.4454 6.8523
H -3.0317 2.1118 8.2464
H -3.7497 -0.2551 8.6550
C 8.7099 1.6929 4.1417
C 8.3244 2.1254 2.8488
C 7.5655 1.1250 2.2924
N 7.4826 0.1028 3.2001
C 8.1729 0.4428 4.3320
H 9.3124 2.2360 4.8546
H 8.5740 3.0647 2.3777
H 7.0796 1.0518 1.3308
H 6.9894 -0.7650 3.0571
H 8.2236 -0.2326 5.1724
C 0.8879 -7.1769 -3.9832
C 0.3030 -5.9533 -4.3925
C 0.8637 -4.9569 -3.6316
N 1.7622 -5.5344 -2.7752
C 1.7871 -6.8866 -2.9862
H 0.6758 -8.1607 -4.3750
H -0.4454 -5.8165 -5.1593
H 0.7002 -3.8895 -3.6251
H 2.3192 -5.0403 -2.0953
H 2.4397 -7.5241 -2.4094
C -8.1245 0.2156 4.0817
C -8.6501 -0.1942 2.8308
C -7.5899 -0.3477 1.9718
N -6.4439 -0.0412 2.6566
C -6.7603 0.2982 3.9453
H -8.6826 0.4256 4.9825
H -9.6891 -0.3593 2.5865
H -7.5519 -0.6466 0.9351
H -5.5137 -0.0630 2.2725
H -5.9897 0.5698 4.6514
C -1.6001 -3.5643 -9.6844
C -0.5506 -3.2060 -8.8020
C -0.3640 -4.2583 -7.9395
N -1.2648 -5.2365 -8.2657
C -2.0188 -4.8238 -9.3318
H -2.0034 -2.9674 -10.4891
H 0.0068 -2.2810 -8.7987
H 0.3294 -4.3949 -7.1232
H -1.3578 -6.1219 -7.7953
H -2.7869 -5.4597 -9.7451

***

107
Properties=species:S:1:pos:R:3 method="wB97M-V/def2-TZVPD" homo_lumo_gap_ev=7.82 e_tot_ev=-217091.8710
Bi 0.3845 0.2334 -0.6064
O -2.2973 1.6795 1.2311
As -1.2868 2.9473 0.5946
O -1.2350 4.1628 1.6494
O 0.2125 2.1520 0.4197
C -1.7313 3.2122 -1.3163
C -0.6326 4.0932 -1.7982
C -0.5564 4.4739 -3.0632
C -1.5653 3.9968 -4.0385
C -2.9956 2.3730 -3.9093
C -3.1030 1.9543 -2.4639
S -3.9065 0.3063 -2.3396
O -3.0282 -0.3406 -3.3153
O -5.2825 0.4435 -2.7394
O -3.6875 -0.1701 -0.9811
H -2.8640 2.0208 1.9247
H 0.0729 4.4510 -1.0510
H 0.2078 5.1552 -3.4050
H -1.5455 4.6147 -4.9357
H -3.7189 1.9204 -4.5775
N 1.4309 -1.8202 2.4268
P 2.2176 -0.6483 1.4606
C 3.0444 0.2951 2.8035
C 2.7000 1.6195 3.0411
C 3.3284 2.3204 4.0585
C 4.2799 1.6994 4.8496
C 4.6063 0.3709 4.6289
C 3.9971 -0.3288 3.6055
C 3.6628 -1.6517 0.9340
C 3.6149 -3.0409 0.9137
C 4.7080 -3.7655 0.4705
C 5.8587 -3.1131 0.0574
C 5.9077 -1.7280 0.0734
C 4.8114 -0.9995 0.4992
C 0.0832 -2.0984 2.4125
C -0.4744 -2.9604 3.3640
C -1.8299 -3.2100 3.2990
C -2.5804 -2.6113 2.2949
C -1.9383 -1.7784 1.3967
N -0.6344 -1.5296 1.4508
H 1.9381 -2.2065 3.2140
H 1.9491 2.0976 2.4294
H 3.0759 3.3549 4.2271
H 4.7656 2.2458 5.6445
H 5.3440 -0.1207 5.2481
H 4.2724 -1.3589 3.4154
H 2.7225 -3.5608 1.2376
H 4.6505 -4.8424 0.4391
H 6.7130 -3.6835 -0.2753
H 6.8054 -1.2198 -0.2454
H 4.8381 0.0806 0.4959
H 0.1502 -3.4133 4.1207
H -2.2996 -3.8604 4.0227
H -3.6387 -2.7913 2.2080
H -2.4912 -1.2828 0.6069
C -4.0312 4.8201 -4.0106
C -3.0051 3.8511 -3.4819
C -1.5371 2.4783 -4.4274
C -0.5548 1.6131 -3.7274
N -0.6597 1.2653 -2.5085
C -1.7767 1.7420 -1.7795
C -3.1079 3.4282 -1.9869
H -3.9385 4.8865 -5.0928
H -3.8756 5.8106 -3.5880
H -5.0359 4.4744 -3.7737
H -1.4417 2.3441 -5.5036
H 0.2996 1.2347 -4.2771
H -1.9645 1.0538 -0.9503
H -3.8976 3.8885 -1.3943
C -3.2241 -3.0181 -2.0850
As -1.5059 -2.0572 -1.9163
C -0.6440 -3.7043 -1.1246
C -0.8402 -2.4021 -3.7433
H -3.0840 -4.0153 -2.5078
H -3.8871 -2.4405 -2.7174
H -3.6762 -3.1003 -1.0988
H -0.5067 -4.4597 -1.8944
H -1.2973 -4.1193 -0.3610
H 0.3200 -3.5221 -0.6612
H -1.1450 -3.3918 -4.0855
H 0.2475 -2.3347 -3.7710
H -1.2673 -1.6479 -4.3985
C 2.6664 3.0512 -3.2739
Si 3.2032 1.9585 -1.7949
C 3.1651 2.9700 -0.1875
C 5.0386 1.4562 -2.0343
N 2.2465 0.5024 -1.6655
C 2.6277 -0.6501 -2.3285
C 2.3322 -1.9066 -1.7918
C 2.8227 -3.0704 -2.3525
C 3.6290 -3.0152 -3.4757
C 3.8702 -1.7863 -4.0666
C 3.3462 -0.6286 -3.5282
H 3.0941 4.0474 -3.1989
H 1.5861 3.1594 -3.3053
H 2.9831 2.6398 -4.2293
H 3.7270 3.8916 -0.3081
H 3.6100 2.4273 0.6418
H 2.1584 3.2399 0.1064
H 5.4231 1.7904 -2.9920
H 5.1627 0.3809 -1.9935
H 5.6693 1.8972 -1.2682
H 1.7337 -1.9660 -0.8880
H 2.5856 -4.0260 -1.9030
H 4.0466 -3.9163 -3.8940
H 4.4682 -1.7255 -4.9635
H 3.5057 0.3116 -4.0281